Record 1
Formula: C23H77N25O14
Source: OMol25
Level of theory: the ωB97M-V functional and the def2-TZVPD basis

Output
* HOMO-LUMO gap: 8.087 eV
* total energy: -91023.871 eV
* charge: 0

Last column: Löwdin charge in e.
Cartesian coordinates (Å):
O (4.0097, 0.2347, -2.8610)  0.04
O (-1.7265, 3.8323, 2.1322)  -0.01
O (-2.7427, 0.0773, -1.1603)  -0.02
O (1.1860, -5.0868, -3.5365)  0.05
O (2.7313, 4.0905, -4.7070)  0.02
O (0.7131, -3.0213, 0.5413)  0.07
O (0.9589, -1.3192, -6.1634)  0.05
O (2.9227, -0.5811, 2.0008)  -0.01
O (-1.1175, -3.8331, -3.5667)  0.03
O (-2.7263, 2.4095, -6.0090)  0.03
O (-2.9927, -2.2742, 3.0592)  -0.23
O (-0.8355, 6.0922, -3.3948)  -0.17
O (0.4906, 1.0882, -1.9298)  -0.02
O (2.2870, -2.1208, 6.6665)  -0.17
N (-1.0907, 0.9669, -6.3647)  0.16
N (5.1994, -0.3547, -1.0933)  0.18
N (-2.4824, 2.9527, 4.1037)  0.17
N (-1.2459, -2.5938, -1.5618)  0.17
N (1.7025, -0.5723, -0.9322)  0.21
N (5.4040, 1.6911, -1.8475)  0.17
N (-4.7545, -0.4745, -2.0709)  0.18
N (-4.2362, 1.6389, -1.5156)  0.18
N (1.6034, 0.8373, 3.0988)  0.18
N (-2.5566, -0.1556, 5.1166)  0.06
N (1.4601, 2.4757, -3.9170)  0.20
N (3.3911, 1.5823, 2.2650)  0.18
N (-0.1923, 0.1029, -0.0374)  0.18
N (1.4620, -1.0127, -4.0494)  0.18
N (-0.1264, -1.6122, 3.8561)  0.02
N (2.9098, -0.6410, -5.5280)  0.19
N (-1.7840, -1.6887, -3.4514)  0.15
N (-2.0963, 3.5168, -1.0195)  0.05
N (2.1041, -3.7363, 2.0604)  0.18
N (-1.7289, 1.3558, -4.2828)  0.19
N (2.2758, -3.3905, -2.6329)  0.19
N (0.1733, -4.6960, 1.8782)  0.19
N (-1.6785, 1.6314, 2.5344)  0.17
N (2.5536, -5.4257, -1.8232)  0.14
N (2.8821, 3.5753, -2.6522)  0.17
C (-1.5594, 4.7768, -1.3972)  -0.40
C (2.3130, 3.4247, -3.7885)  -0.85
C (3.6546, -1.8665, 6.9551)  -0.10
C (-0.1871, 5.0316, -0.7081)  -0.04
C (0.9803, -3.7914, 1.3685)  -0.82
C (0.4356, -2.0906, 5.0743)  -0.36
C (1.7151, -0.9804, -5.2977)  -0.84
C (-0.3815, 6.0384, -4.7755)  -0.08
C (4.7619, 0.5082, -1.9721)  -0.74
C (-0.1317, -3.5701, 5.1713)  -0.03
C (0.6488, 0.2229, -1.0438)  -0.67
C (-4.8046, -0.5543, 5.8544)  -0.07
C (-3.1464, -2.4319, 1.7023)  -0.10
C (1.9689, -1.7942, 5.3510)  -0.20
C (-1.9046, 1.6452, -5.5648)  -0.76
C (-1.2992, 4.8280, -2.9042)  -0.21
C (-4.0958, -1.7322, 3.7160)  -0.17
C (-1.9350, 2.8894, 2.9183)  -0.71
C (2.6449, 0.5580, 2.3761)  -0.79
C (1.9385, -4.6153, -2.7176)  -0.78
C (-3.6408, -1.1819, 5.1071)  -0.39
C (-1.3615, -2.8142, -2.9048)  -0.69
C (-3.8594, 0.3670, -1.5472)  -0.71
H (-3.5300, 2.3573, -1.4432)  0.05
H (2.4105, -4.4796, 2.6717)  0.11
H (-4.3282, -0.8582, 3.1075)  0.13
H (-1.7238, -0.6006, 4.7581)  0.02
H (-5.0497, 1.6262, -2.1141)  0.10
H (-1.0047, -2.0948, 3.7309)  0.04
H (-0.0841, -1.5550, 5.8688)  0.12
H (5.1154, 2.3695, -2.5378)  0.10
H (2.4791, 3.0970, -1.8591)  0.11
H (-0.1848, -3.8846, 6.2136)  0.07
H (3.2620, -5.0542, -1.2066)  0.08
H (-1.0992, 0.5128, -0.2094)  0.06
H (-1.7432, -0.9278, -2.7884)  0.05
H (3.7191, 4.1404, -2.6362)  0.12
H (-3.4170, -2.0812, 5.6809)  0.13
H (-3.7610, -1.6518, 1.2532)  0.09
H (-5.6947, -0.1669, -2.2744)  0.11
H (-0.2069, 6.0575, -0.3404)  0.08
H (2.4051, -0.2677, -1.5908)  0.06
H (-0.8237, 0.0024, -6.2283)  0.07
H (-2.1518, -2.3386, 1.2662)  0.07
H (-1.1948, -3.5916, 4.9316)  0.07
H (6.1075, 1.8581, -1.1423)  0.11
H (-0.9051, 1.3553, -7.2784)  0.12
H (-2.1930, 4.4950, -3.4319)  0.12
H (4.2906, 1.4827, 1.8166)  0.12
H (3.3522, -0.0153, -4.8700)  0.08
H (-0.0192, -0.3833, 0.8308)  0.10
H (3.7211, -1.4941, 7.9774)  0.09
H (-1.3155, 2.8894, -1.1492)  0.06
H (0.3460, -2.0424, 3.0739)  0.06
H (-1.1447, 5.5902, -5.4117)  0.08
H (1.8597, -1.2615, -0.2108)  0.07
H (-2.0818, 3.4657, -0.0109)  0.05
H (-1.9518, 0.8466, 3.1084)  0.06
H (-3.5921, -3.4050, 1.4958)  0.10
H (3.3577, -0.8324, -6.4128)  0.13
H (-2.7329, 2.0522, 4.4866)  0.07
H (-2.2613, 0.0740, 6.0548)  0.09
H (0.5647, 5.5321, -4.9666)  0.07
H (2.9451, -3.0232, -1.9718)  0.10
H (-4.9471, 0.4818, 5.5473)  0.08
H (-1.2555, 1.4753, 1.6306)  0.07
H (4.1064, -1.0830, 6.3467)  0.08
H (-2.1098, -1.5368, -4.3952)  0.12
H (2.7978, -3.1135, 1.6717)  0.10
H (0.4801, -4.3018, 4.6436)  0.05
H (0.5954, -1.3175, -3.6296)  0.10
H (2.1500, -0.7530, 5.0842)  0.11
H (-0.6522, -4.8262, 1.3109)  0.12
H (-0.5422, 4.0703, -3.1067)  0.10
H (-4.6173, -0.5207, 6.9277)  0.08
H (0.3423, -5.2736, 2.6893)  0.11
H (-4.5695, -1.4384, -2.3092)  0.11
H (-0.9922, 0.6838, -4.1220)  0.06
H (0.6906, 4.8821, -1.3370)  0.06
H (-5.7128, -1.1259, 5.6634)  0.08
H (2.5946, -2.3847, 4.6817)  0.11
H (-4.8330, -2.5231, 3.8545)  0.14
H (3.1382, 2.4687, 2.6778)  0.12
H (-2.0155, 2.0238, -3.5816)  0.09
H (4.8882, -1.3034, -1.2454)  0.12
H (-0.0775, 4.3203, 0.1105)  0.05
H (-0.1809, 7.0076, -5.2321)  0.08
H (-2.8548, 3.8563, 4.3584)  0.12
H (2.0624, -2.8680, -3.4705)  0.09
H (1.2987, 1.7519, -3.2313)  0.03
H (4.2927, -2.7457, 6.8666)  0.09
H (1.0703, 2.4772, -4.8488)  0.12
H (2.1141, -0.6815, -3.3528)  0.05
H (0.9320, 0.0908, 3.2089)  0.06
H (1.4964, 1.8159, 3.3243)  0.12
H (-0.7955, -3.1862, -0.8789)  0.06
H (5.7826, -0.1474, -0.2952)  0.11
H (-1.5147, -1.7184, -1.1357)  0.04
H (-2.2146, 5.6035, -1.1223)  0.14
H (2.2505, -6.3839, -1.7227)  0.10

Record 2
Formula: C6H14BBr3NO3
Source: OMol25
Level of theory: the ωB97M-V functional and the def2-TZVPD basis

Output
* HOMO-LUMO gap: 10.209 eV
* total energy: -224875.249 eV
* charge: +1

Last column: natural (NBO) charge in e.
Cartesian coordinates (Å):
Br (-2.3894, -1.5887, 4.3394)  0.10
Br (0.6266, -1.7335, 5.4654)  0.11
Br (-0.5420, 1.0517, 4.3422)  0.07
O (-1.5040, 2.2445, -2.2128)  -0.90
O (1.5787, 0.5041, -1.7217)  -0.52
O (-0.2484, -1.6633, 0.7139)  -0.51
N (0.2248, -0.4157, 0.8771)  -0.10
C (-0.9561, -0.6261, 5.2355)  -0.49
C (-0.3234, 0.6112, -0.0908)  -0.32
C (0.1520, 0.1572, -1.6275)  -0.27
C (1.7311, -0.4024, 0.7397)  -0.29
C (2.2908, -0.4216, -0.8011)  -0.11
C (-1.2148, 0.4802, -4.2095)  -1.03
B (-0.8350, 0.9721, -2.6603)  1.05
H (0.2830, 1.6173, 0.1216)  0.26
H (3.4551, -0.1673, -0.7335)  0.26
H (2.1631, -1.5098, -1.2535)  0.21
H (-0.9184, 1.3603, -4.9409)  0.28
H (-0.0796, -0.1078, 1.8484)  0.44
H (2.1277, -1.3684, 1.3102)  0.27
H (-1.4744, 0.8073, -0.0080)  0.28
H (-1.3181, -0.3738, 6.2377)  0.24
H (0.0177, -1.0002, -1.8174)  0.21
H (2.1139, 0.5769, 1.2699)  0.25
H (-0.7861, 2.8030, -1.7919)  0.49
H (-1.0294, -1.6998, 0.0873)  0.51
H (-0.7387, -0.5535, -4.4875)  0.25
H (-2.4069, 0.4460, -4.2319)  0.27

Record 3
Formula: C3H10N3
Source: OMol25
Level of theory: the ωB97M-V functional and the def2-TZVPD basis

Output
* HOMO-LUMO gap: 9.576 eV
* total energy: -7732.508 eV
* charge: +1

Last column: natural (NBO) charge in e.
Cartesian coordinates (Å):
N (-1.1163, -1.1124, 0.1973)  -0.70
N (0.6200, 0.8061, -0.4827)  -0.26
N (1.1156, -0.5315, -0.8113)  -0.38
C (0.1673, -0.3023, 0.2239)  0.36
C (0.0635, 1.9291, -1.2627)  -0.46
C (0.6947, -0.6000, 1.7170)  -0.64
H (1.2990, 0.2491, 1.9562)  0.26
H (-1.0406, -1.9970, 0.5707)  0.44
H (-0.8497, 1.7865, -1.9339)  0.20
H (-0.0303, 2.8719, -0.6496)  0.26
H (-1.9161, -0.8799, 0.7725)  0.45
H (0.7628, 2.1058, -2.0956)  0.25
H (1.1912, -1.6936, 1.8807)  0.25
H (-0.1733, -0.6317, 2.3837)  0.20
H (-1.3705, -1.0345, -0.8144)  0.45
H (0.5829, -0.9656, -1.6518)  0.31

Record 4
Formula: C23H46Br2N2O3Si
Source: OMol25
Level of theory: the ωB97M-V functional and the def2-TZVPD basis

Output
* HOMO-LUMO gap (spin up / spin down): 9.305 / 8.433 eV
* total energy: -181676.917 eV
* spin multiplicity: 3
* charge: 0

Last column: Löwdin charge in e.
Cartesian coordinates (Å):
Br (3.0951, 4.2687, -3.1722)  0.53
Br (5.3211, 1.7572, -2.7595)  0.59
Si (1.3840, 3.3692, -0.4690)  0.62
O (3.9346, -0.4389, 2.4319)  -0.04
O (-3.9955, 0.8179, -2.2683)  -0.03
O (0.1524, 0.7271, -2.3418)  -0.10
N (-4.7035, 0.3448, -3.3048)  -0.05
N (4.8193, -1.2821, 2.9836)  -0.04
C (-4.8712, -1.6803, -1.7765)  -0.05
C (-5.9139, -1.7081, -3.9831)  -0.03
C (5.4920, -0.5700, 4.1088)  -0.47
C (0.2687, 1.8710, -0.0866)  -0.31
C (3.7860, 1.9960, -1.5115)  -0.74
C (3.9356, -1.8353, 5.7574)  -0.18
C (4.0893, -2.5406, 3.3249)  -0.49
C (4.6512, -0.5366, 5.4084)  -0.14
C (-6.8618, -0.2507, -2.1000)  -0.14
C (-0.6180, 1.4138, -1.3460)  -0.32
C (-5.9107, 1.1340, -5.3548)  -0.05
C (2.8521, 3.0156, -1.6338)  -0.77
C (5.8319, 0.9076, 3.7862)  -0.05
C (-5.3893, 1.5060, -3.9490)  -0.49
C (-5.5766, -0.7551, -2.8008)  -0.47
C (3.2490, -3.0594, 2.1375)  -0.04
C (-6.5722, 2.0224, -3.1132)  -0.14
C (-4.4147, 2.6731, -4.2198)  -0.04
C (5.0750, -3.6965, 3.6054)  -0.05
C (3.1768, -2.3719, 4.5510)  -0.14
C (-7.5644, 0.9151, -2.7837)  -0.18
C (3.6801, 0.9421, -0.3428)  -0.15
C (6.8837, -1.2208, 4.3522)  -0.03
H (5.7661, -3.8366, 2.7701)  0.09
H (3.8645, -3.1683, 1.2401)  0.09
H (-6.2106, 2.4678, -2.1795)  0.13
H (6.3778, 0.9923, 2.8420)  0.09
H (-8.0830, 0.5720, -3.6840)  0.11
H (-3.9127, -2.0405, -2.1613)  0.09
H (-5.3677, -2.6526, -3.9099)  0.08
H (0.5252, 4.3546, -1.1689)  -0.03
H (-6.7256, 0.4092, -5.3421)  0.06
H (-1.0928, 2.3791, -1.7289)  0.11
H (-0.4984, 2.2329, 0.6808)  0.08
H (7.0649, -1.4186, 5.4114)  0.09
H (-4.9058, 3.4588, -4.7989)  0.09
H (-5.1082, 0.7332, -5.9795)  0.09
H (4.4481, 0.1134, -0.4679)  0.07
H (-6.6132, 0.0723, -1.0819)  0.12
H (7.0299, -2.1541, 3.8109)  0.06
H (-7.0905, 2.8246, -3.6474)  0.12
H (2.3499, -1.6917, 4.3173)  0.13
H (-4.6888, -1.1836, -0.8214)  0.08
H (3.8048, 1.4394, 0.6575)  0.08
H (-5.4934, -2.5525, -1.5639)  0.09
H (4.9415, 1.5365, 3.7214)  0.08
H (-7.5720, -1.0750, -1.9849)  0.12
H (-3.5476, 2.3342, -4.7936)  0.09
H (5.2808, -0.2403, 6.2526)  0.12
H (3.8846, 0.2429, 5.3209)  0.12
H (2.7138, -3.3286, 4.8118)  0.12
H (-0.4499, 0.2074, -2.9025)  0.09
H (-6.9789, -1.9486, -4.0256)  0.09
H (2.6752, 0.4238, -0.4670)  0.07
H (-6.3098, 2.0144, -5.8650)  0.09
H (4.5376, -4.6384, 3.7431)  0.09
H (0.7929, 0.9980, 0.4078)  0.07
H (6.4598, 1.3315, 4.5730)  0.09
H (4.6497, -2.5745, 6.1326)  0.11
H (-8.3397, 1.3098, -2.1208)  0.11
H (2.8236, -4.0397, 2.3656)  0.08
H (2.4085, -2.4044, 1.9001)  0.08
H (5.6629, -3.5601, 4.5137)  0.06
H (-4.0566, 3.1426, -3.3016)  0.08
H (-1.4348, 0.7069, -0.9815)  0.11
H (-5.6235, -1.3160, -4.9563)  0.06
H (7.6967, -0.5829, 3.9945)  0.08
H (3.2323, -1.6529, 6.5750)  0.11
H (1.8265, 4.0265, 0.7618)  -0.04

Q: Which formula does entry 3 have?
A: C3H10N3